[1]
ORCA calculation (ωB97M-V/def2-TZVPD) on a cluster of 2 separate species, C4H8N2O in total.

XYZ file:
```
15
Properties=species:S:1:pos:R:3:forces:R:3:nbo_charge:R:1
N 1.987 -0.542 -1.202 0.0 -0.1 -0.1 -0.854
C 0.886 -0.902 -0.450 0.0 -0.2 0.0 0.479
O 0.814 -1.983 0.112 0.1 0.3 -0.2 -0.643
C 0.459 0.759 1.125 -0.2 0.2 0.1 -0.158
N -0.792 0.929 0.710 0.3 -0.1 -0.1 -0.299
C -1.907 -0.005 0.687 -0.2 -0.2 0.2 -0.253
C -1.348 0.680 -0.513 -0.1 0.3 -0.1 -0.220
H 2.616 -1.297 -1.450 0.0 0.1 0.1 0.387
H 1.855 0.165 -1.911 0.0 -0.1 0.1 0.381
H 0.609 0.286 2.090 0.0 0.0 -0.1 0.208
H 1.208 1.460 0.767 -0.1 -0.1 0.0 0.201
H -1.657 -1.061 0.808 0.0 0.2 0.0 0.213
H -2.795 0.343 1.213 0.1 0.0 -0.1 0.195
H -0.143 -0.226 -0.790 0.0 0.0 0.1 0.141
H -1.793 1.394 -1.196 0.0 -0.1 0.1 0.222
```
Positions in Å, forces in eV/Å.

Results
Orbital gap (alpha / beta) in eV: 8.11 / 8.11
Net charge: 0
F_max in eV/Å: 0.377
Multiplicity: 1
Molar mass in u: 100.12

[2]
ORCA calculation (ωB97M-V/def2-TZVPD) on a structure of composition C28H50CrP2Si at a distorted geometry.

XYZ file:
```
82
Properties=species:S:1:pos:R:3:forces:R:3:lowdin_spin:R:1
Cr -1.168 -1.160 1.081 0.4 1.4 0.3 1.956
C 0.290 -1.808 2.543 -1.1 -0.5 1.0 -0.004
C -0.464 -0.736 3.155 -0.5 -1.1 -0.5 0.009
C -1.956 -2.433 2.597 1.1 0.4 0.6 0.002
C -0.636 -2.878 2.254 -0.2 0.8 0.7 -0.009
C -1.855 -1.092 3.135 0.9 -1.0 0.2 -0.006
C 1.778 -1.893 2.437 0.4 0.2 -0.4 0.000
H 2.170 -0.905 2.162 0.1 -0.3 0.1 0.000
H 2.048 -2.592 1.637 0.1 0.2 0.2 0.000
H 2.328 -2.192 3.350 -0.6 0.0 -0.2 -0.001
C -0.325 -4.221 1.694 0.0 -0.1 -0.3 -0.001
H 0.737 -4.448 1.767 0.1 0.0 0.0 0.000
H -0.624 -4.230 0.642 0.1 -0.3 0.2 0.000
H -0.874 -5.011 2.215 0.0 0.1 0.0 0.000
C -3.171 -3.292 2.629 -0.4 -0.2 -0.3 0.001
H -2.922 -4.296 3.003 -0.1 0.3 0.0 0.000
H -3.626 -3.426 1.638 0.1 0.0 0.2 0.000
H -3.922 -2.846 3.287 0.0 -0.2 -0.1 0.000
C -2.968 -0.400 3.848 -0.1 0.1 -0.1 -0.005
H -3.225 -1.007 4.730 -0.1 0.4 -0.1 -0.001
H -3.867 -0.312 3.221 0.2 0.0 0.2 -0.001
H -2.656 0.606 4.156 -0.2 -0.2 0.1 0.000
C 0.113 0.490 3.775 0.0 0.6 -0.1 0.006
H -0.393 0.716 4.720 0.1 0.0 -0.1 0.001
H -0.007 1.380 3.135 0.1 -0.1 0.2 0.003
H 1.181 0.380 3.993 -0.2 -0.1 -0.1 0.000
C 3.272 0.111 -0.874 1.3 -0.3 -0.4 0.004
C 3.740 0.219 0.392 0.5 -0.3 -0.2 -0.002
C 3.588 1.431 1.273 -1.1 -0.1 0.1 0.001
C 3.143 2.652 0.416 0.9 -0.3 0.7 0.015
C 1.661 2.906 0.398 -0.9 -0.9 -0.8 0.084
C 0.677 1.886 0.211 -1.3 -0.3 2.3 0.327
C 0.858 0.474 -0.222 0.6 -0.1 -0.8 0.045
C 1.931 0.453 -1.357 -1.5 0.9 0.6 0.004
H 4.563 1.671 1.752 -0.5 -0.4 -0.5 0.000
H 3.506 2.580 -0.632 0.3 -0.4 1.1 0.004
H 2.894 1.221 2.112 0.1 0.5 -0.2 0.002
H 1.918 1.461 -1.786 -0.1 0.0 -0.5 0.002
H 3.946 -0.085 -1.727 -0.2 -1.7 0.8 0.000
H 4.350 -0.577 0.827 1.0 0.6 -0.7 0.000
H 1.582 -0.220 -2.145 0.4 -0.1 0.0 0.000
H 1.180 -0.165 0.641 0.1 0.6 -0.5 0.020
H -0.348 2.017 0.635 1.7 0.1 0.5 0.002
H -0.077 -0.044 -0.579 0.4 0.8 0.0 0.005
H 3.614 3.540 0.851 -0.1 0.0 -0.2 0.001
H 1.334 3.660 1.122 0.0 0.1 -0.6 -0.001
P 1.852 3.906 -1.637 -0.8 1.7 -0.7 0.213
C 2.867 3.544 -3.151 0.3 -0.5 0.1 0.049
C 2.323 5.662 -1.368 0.1 -0.1 0.2 0.026
P -1.107 3.377 -0.946 -0.5 1.3 -0.9 0.113
C 0.137 3.945 -2.199 0.0 -0.2 -0.6 0.001
C -1.058 4.892 0.119 -0.2 -0.1 0.2 0.009
C -2.569 3.873 -1.925 0.0 0.0 -0.2 0.040
H 2.299 2.977 -3.905 0.1 0.1 0.5 0.002
H 3.740 2.958 -2.839 -0.1 0.0 -0.3 0.002
H 3.245 4.464 -3.627 -0.3 -0.2 0.4 0.007
H 2.554 6.166 -2.320 -0.3 -0.2 0.3 0.006
H 3.240 5.651 -0.773 -0.1 0.2 0.0 0.001
H 1.542 6.212 -0.833 0.2 -0.1 0.0 0.000
H -2.292 4.737 -2.539 -0.4 0.0 0.1 0.005
H -3.367 4.144 -1.223 0.0 -0.2 -0.4 0.000
H -2.847 3.039 -2.577 -0.2 0.2 0.1 0.001
H 0.035 3.260 -3.059 0.1 0.4 0.2 0.000
H -0.108 4.981 -2.517 0.1 -0.6 0.0 0.006
H -2.084 5.027 0.483 0.3 0.0 0.2 0.000
H -0.825 5.762 -0.510 0.0 -0.1 0.3 0.002
H -0.370 4.838 0.976 -0.3 0.1 -0.3 0.000
C -3.753 -4.438 -2.925 -0.3 0.2 -0.1 0.002
Si -1.988 -4.553 -2.403 0.2 -0.5 0.6 0.012
C -1.725 -6.169 -1.463 0.0 0.1 0.1 0.001
C -0.819 -4.490 -3.840 0.2 0.2 -0.2 0.002
C -1.666 -3.131 -1.273 0.4 1.9 0.8 0.062
C -1.466 -2.140 -0.536 -0.7 -2.7 -2.4 -0.027
H -4.073 -5.302 -3.513 0.0 0.0 0.0 0.000
H -3.898 -3.532 -3.516 -0.1 0.0 -0.1 0.000
H -4.387 -4.357 -2.042 -0.1 -0.1 0.0 0.000
H -2.148 -7.005 -2.047 0.2 0.2 0.2 0.000
H -0.654 -6.362 -1.290 -0.4 0.0 -0.1 0.000
H -2.228 -6.132 -0.483 0.1 -0.1 -0.3 0.000
H -0.819 -3.481 -4.261 0.0 -0.1 -0.1 0.000
H 0.205 -4.715 -3.531 -0.1 0.0 0.0 0.000
H -1.111 -5.195 -4.621 0.0 0.0 0.0 0.000
```
Positions in Å, forces in eV/Å.

Results
<S²>: 3.820
Orbital gap (alpha / beta) in eV: 6.85 / 4.17
Net charge: +1
F_max in eV/Å: 3.661
Multiplicity: 4
Molar mass in u: 528.74

[3]
ORCA calculation (ωB97M-V/def2-TZVPD) on a structure of composition C16H34OP2Re at a distorted geometry.

XYZ file:
```
54
Properties=species:S:1:pos:R:3:forces:R:3:lowdin_spin:R:1
P 0.319 -2.865 -2.092 0.6 -1.7 0.9 0.603
P 0.077 2.790 -1.060 -0.7 -1.3 0.5 0.012
C 0.506 0.537 -3.016 -0.6 0.2 0.8 0.078
C 0.549 2.069 -2.710 0.4 0.4 -0.3 0.028
H 1.186 0.028 -2.299 -0.3 0.1 -0.3 0.009
H -0.542 0.112 -2.873 0.9 0.5 0.2 0.015
H 1.588 2.411 -2.870 -0.4 0.0 0.0 0.002
H -0.087 2.601 -3.429 0.2 0.1 0.1 0.002
C -1.649 3.351 -0.973 0.1 0.3 -0.2 0.002
H -1.904 3.728 0.032 0.3 0.0 -0.5 0.000
H -2.307 2.497 -1.194 0.3 0.2 -0.1 0.000
H -1.837 4.156 -1.690 0.0 -0.1 0.0 0.000
C 1.171 3.968 -0.230 0.3 0.3 -0.3 0.003
H 1.189 4.939 -0.734 -0.1 -0.2 -0.1 0.000
H 2.192 3.568 -0.234 -0.2 0.0 0.0 0.000
H 0.872 4.159 0.817 -0.1 -0.2 -0.5 0.001
C -0.767 -4.258 -2.443 -0.5 0.9 -1.1 0.087
H -0.732 -4.863 -1.539 -0.1 -0.2 -0.1 0.020
H -0.407 -4.784 -3.339 -0.2 0.0 0.4 0.000
H -1.774 -3.859 -2.619 0.1 -0.5 0.1 0.003
C 1.952 -3.642 -2.087 0.3 1.1 -0.7 0.090
H 2.660 -2.967 -1.597 0.1 -0.2 -0.2 0.000
H 2.245 -3.819 -3.135 0.1 -0.2 0.5 0.002
H 1.865 -4.557 -1.500 -0.1 -0.2 -0.1 0.022
Re 0.592 -0.117 -5.164 3.2 -1.1 8.2 1.536
C 0.636 1.240 -6.487 -1.5 2.3 -1.9 0.070
C -0.758 1.028 -5.886 -1.2 2.1 -1.9 0.063
C -1.861 0.365 -6.686 -0.6 0.0 0.0 0.014
C -1.646 -1.155 -6.814 -0.3 -0.1 0.4 0.011
C -0.418 -1.561 -6.004 -0.9 -1.6 -2.2 0.042
C 0.939 -1.396 -6.605 -0.2 -2.3 -2.1 0.072
C 1.027 -0.772 -7.983 0.5 0.0 -0.4 0.027
C 0.921 0.762 -7.891 0.6 0.2 -0.7 0.028
C -0.028 -2.393 -0.391 -0.1 1.0 -0.4 0.084
H 1.099 2.196 -6.240 0.1 0.0 0.2 0.015
H -1.145 1.840 -5.270 0.2 0.1 0.1 0.021
H -1.982 0.852 -7.658 -0.1 0.0 0.1 -0.001
H -2.790 0.500 -6.115 0.1 0.2 -0.3 0.001
H -2.510 -1.662 -6.375 0.0 0.0 -0.2 0.000
H -1.598 -1.494 -7.856 0.2 0.1 0.2 0.001
H -0.572 -2.506 -5.489 0.2 -0.2 0.4 0.007
H 1.564 -2.281 -6.517 0.2 0.0 0.3 0.003
H 0.277 -1.190 -8.662 0.1 0.0 0.1 0.003
H 2.010 -1.027 -8.403 -0.4 0.0 0.0 0.001
H 1.908 1.158 -8.179 -0.5 0.1 0.0 0.001
H 0.176 1.163 -8.581 0.1 0.0 -0.1 0.001
H 0.919 -2.205 0.129 -0.4 -0.1 0.0 0.002
H -0.612 -3.209 0.034 0.1 0.1 0.2 0.014
H -0.629 -1.474 -0.430 0.1 -0.2 0.4 0.008
C -0.424 1.673 1.188 0.0 -0.5 0.5 0.000
O 0.090 1.470 -0.148 -0.1 0.6 0.0 0.001
H 0.258 2.329 1.745 -0.2 -0.5 0.1 0.000
H -0.470 0.655 1.608 0.0 0.7 0.1 0.000
H -1.425 2.134 1.170 0.4 -0.5 0.1 0.000
```
Positions in Å, forces in eV/Å.

Results
<S²>: 3.765
Orbital gap (alpha / beta) in eV: 7.08 / 4.38
Net charge: +2
F_max in eV/Å: 8.821
Multiplicity: 4
Molar mass in u: 490.60

> Among the records above, which one has the highest molar mass?

C28H50CrP2Si

> What is the molar mass in the first record?

100.12 u

> Which of these has the lowest net charge?

C4H8N2O